DFT (ωB97M-V/def2-TZVPD) results for a cluster of 5 separate species, H10O5 in total.

Computed properties:
HOMO energy = -10.885 eV
E_tot = -382.1731 Ha
Lowest unoccupied orbital energy = 0.1 eV
Orbital gap = 11.0 eV

Geometry as XYZ:
```
15
Properties=species:S:1:pos:R:3:mulliken_charge:R:1
O -9.43389 17.06262 6.16914 -0.645
H -8.92802 17.38067 5.47103 0.329
H -9.67415 17.83192 6.65704 0.276
O -6.88797 17.93636 4.87282 -0.623
H -6.89122 16.98142 4.62017 0.335
H -6.84795 18.00162 5.78922 0.300
O -11.00360 14.80523 6.02551 -0.618
H -10.58837 14.26679 5.34800 0.282
H -10.63727 15.68453 5.92219 0.370
O -8.79013 16.34852 3.40779 -0.611
H -8.28326 15.60087 3.62040 0.304
H -9.42806 16.04648 2.72848 0.283
O -7.60988 15.34587 7.42873 -0.636
H -8.25536 15.70850 6.86456 0.356
H -6.90421 15.93152 7.64540 0.295
```


DFT (ωB97M-V/def2-TZVPD) results for a cluster of 5 separate species, H10O5 in total.

Computed properties:
HOMO energy = -10.859 eV
E_tot = -382.1813 Ha
Lowest unoccupied orbital energy = 0.4 eV
Orbital gap = 11.3 eV

Geometry as XYZ:
```
15
Properties=species:S:1:pos:R:3:mulliken_charge:R:1
O 7.52562 5.70504 4.07293 -0.683
H 6.79250 5.20442 4.52875 0.370
H 7.41242 5.31126 3.17002 0.328
O 5.36241 3.39916 3.91331 -0.626
H 4.86718 4.07000 4.33883 0.303
H 5.23603 2.54942 4.39301 0.331
O 7.41461 5.34414 7.06614 -0.627
H 7.67573 4.76715 7.82166 0.306
H 8.16994 5.51217 6.48954 0.323
O 4.56440 4.04946 6.82336 -0.635
H 3.72388 4.36108 7.25617 0.304
H 5.07227 4.84149 6.61407 0.323
O 4.46920 6.09467 4.71628 -0.562
H 3.62802 5.90242 4.43473 0.279
H 4.51201 7.08684 4.52539 0.266
```


DFT (ωB97M-V/def2-TZVPD) results for a structure of composition H10O5.

Computed properties:
HOMO energy = -9.679 eV
E_tot = -382.1171 Ha
Lowest unoccupied orbital energy = -0.3 eV
Orbital gap = 9.4 eV

Geometry as XYZ:
```
15
Properties=species:S:1:pos:R:3:mulliken_charge:R:1
O 1.07929 -0.46838 2.62322 -0.655
H 0.97576 0.07491 3.40448 0.321
H 1.66881 0.03220 2.05920 0.323
O -2.00365 -0.71534 -0.58861 -0.694
H -2.20891 -0.05170 0.06994 0.258
H -1.05209 -0.80980 -0.54564 0.500
O -0.72068 1.90975 -0.54046 -0.632
H -0.71518 1.99564 0.41285 0.329
H -1.55697 2.28893 -0.81077 0.307
O 0.32689 -0.28106 -0.46131 -0.771
H 0.18653 0.66578 -0.46088 0.348
H 0.46765 -0.50322 0.45905 0.340
O 1.16662 -1.24219 -2.23902 -0.734
H 0.76167 -0.87245 -1.45445 0.515
H 1.62427 -2.02308 -1.92760 0.246
```


DFT (ωB97M-V/def2-TZVPD) results for a cluster of 5 separate species, H10O5 in total.

Computed properties:
HOMO energy = -11.520 eV
E_tot = -382.1536 Ha
Lowest unoccupied orbital energy = 0.2 eV
Orbital gap = 11.7 eV

Geometry as XYZ:
```
15
Properties=species:S:1:pos:R:3:mulliken_charge:R:1
H 0.05720 1.76678 0.52172 0.328
H 0.49397 0.73336 -0.50206 0.311
H 0.13164 -2.84311 -2.91138 0.295
H 1.61603 -2.49314 -2.58669 0.332
H 4.78752 -1.05680 -0.12644 0.327
H 4.03556 0.28832 0.43783 0.317
H -2.98485 4.04387 2.52959 0.308
H -2.12228 4.74188 1.47322 0.320
H -2.37554 -1.71486 0.81617 0.311
H -2.70142 -2.07542 2.21802 0.318
O 0.33810 1.69794 -0.45998 -0.645
O 0.97430 -3.12843 -3.02619 -0.627
O 3.92235 -0.51980 -0.03212 -0.641
O -2.27786 3.91187 1.94556 -0.624
O -3.07412 -2.13543 1.33898 -0.629
```


DFT (ωB97M-V/def2-TZVPD) results for a cluster of 5 separate species, H10O5 in total.

Computed properties:
HOMO energy = -11.540 eV
E_tot = -382.1681 Ha
Lowest unoccupied orbital energy = 1.0 eV
Orbital gap = 12.5 eV

Geometry as XYZ:
```
15
Properties=species:S:1:pos:R:3:mulliken_charge:R:1
O -8.98008 -3.56655 3.71428 -0.640
O 3.42381 8.26739 7.32191 -0.639
O 6.91563 4.79041 -6.49664 -0.640
O -2.72486 -8.71873 2.97981 -0.640
O 1.89221 -0.22662 -7.61334 -0.641
H -8.22485 -3.60230 3.12267 0.321
H 3.30709 9.12038 7.75598 0.320
H 6.30746 4.33898 -5.90055 0.321
H -2.96080 -9.51453 3.46619 0.320
H 1.00110 -0.57444 -7.56049 0.320
H -9.04554 -4.42982 4.12887 0.320
H 2.71222 8.26009 6.67286 0.319
H 6.36819 4.90647 -7.28039 0.319
H -2.41703 -8.10909 3.65382 0.320
H 2.42545 -0.94162 -7.96499 0.321
```


DFT (ωB97M-V/def2-TZVPD) results for a structure of composition H10O9PdS.

Computed properties:
Spin multiplicity = 3
HOMO energy (spin up / spin down) = -9.485 / -9.412 eV
E_tot = -1209.1724 Ha
Lowest unoccupied orbital energy (spin up / spin down) = -0.3 / -2.1 eV
Orbital gap (spin up / spin down) = 9.2 / 7.3 eV

Geometry as XYZ:
```
21
Properties=species:S:1:pos:R:3:mulliken_charge:R:1
Pd 7.52512 -6.32956 -3.30371 0.888
S 8.00639 -4.28530 -5.20528 1.297
O 9.39285 -4.43569 -5.62628 -0.740
O 7.29854 -3.30527 -5.97684 -0.625
O 7.28067 -5.56818 -5.32713 -0.623
O 7.97381 -4.07186 -3.67842 -0.734
O 9.49297 -6.79678 -4.64788 -0.607
H 9.46072 -5.95443 -5.08588 0.484
H 9.82938 -7.41167 -5.34310 0.302
O 8.43077 -7.60660 -1.68881 -0.584
H 8.17998 -8.55091 -1.55564 0.309
H 9.36804 -7.47453 -1.43749 0.402
O 7.19709 -8.39263 -4.77316 -0.608
H 8.06000 -7.93865 -5.00290 0.423
H 6.62453 -8.30356 -5.53987 0.321
O 10.88454 -6.54784 -1.65989 -0.690
H 11.55526 -6.56130 -2.31180 0.305
H 10.64996 -5.58768 -1.69317 0.333
O 6.14933 -4.99622 -2.21194 -0.606
H 5.92543 -4.74883 -1.28492 0.309
H 6.50168 -4.21720 -2.69329 0.444
```


DFT (ωB97M-V/def2-TZVPD) results for a structure of composition H11HfO7.

Computed properties:
Net charge = +1
HOMO energy = -13.234 eV
E_tot = -581.1208 Ha
Lowest unoccupied orbital energy = -5.5 eV
Orbital gap = 7.8 eV

Geometry as XYZ:
```
19
Properties=species:S:1:pos:R:3:mulliken_charge:R:1
Hf 23.27700 -19.66800 -2.05300 1.712
O 24.03800 -18.89700 -3.67900 -0.663
H 24.16800 -18.02000 -4.04100 0.295
O 22.88900 -21.39400 -2.85800 -0.706
H 23.15600 -22.33700 -2.92700 0.354
O 22.25100 -20.10600 -0.48000 -0.704
H 21.78300 -19.94300 0.40400 0.341
O 21.48400 -21.37000 -5.74500 -0.574
H 20.80400 -20.94700 -5.16400 0.281
H 21.78500 -22.10000 -5.29400 0.302
O 20.78000 -24.11000 -4.56200 -0.653
H 20.67700 -23.69700 -3.66900 0.459
H 19.89500 -24.45300 -4.77100 0.315
O 20.70100 -22.85600 -2.24600 -0.676
H 21.44300 -22.38500 -2.68700 0.304
H 20.97700 -23.32500 -1.50400 0.310
O 21.55200 -18.84800 -2.88500 -0.338
H 20.72800 -19.29100 -2.88600 0.326
H 21.32100 -17.96500 -3.12600 0.314
```


DFT (ωB97M-V/def2-TZVPD) results for the ion H11N4OSi4 with charge -1.

Computed properties:
Net charge = -1
HOMO energy = -3.271 eV
E_tot = -1458.9265 Ha
Lowest unoccupied orbital energy = 3.5 eV
Orbital gap = 6.8 eV

Geometry as XYZ:
```
20
Properties=species:S:1:pos:R:3:mulliken_charge:R:1
N -0.20195 1.31912 0.47998 -0.161
N 2.11154 0.36544 -0.68415 -0.322
N -2.26247 -0.70762 -0.26252 -0.125
N 1.71341 -2.28651 0.40545 -0.273
O 0.24493 -2.10164 -0.00280 -0.227
Si 0.76025 1.35097 -0.98611 0.213
Si -1.69841 0.57400 0.76972 0.247
Si 2.59505 -0.80116 0.74914 0.309
Si -1.23260 -2.04000 -0.74934 0.203
H 0.38922 0.95876 1.22741 0.194
H 2.27454 -0.32832 -1.40332 0.262
H -3.26694 -0.99963 -0.12349 0.228
H -0.10897 0.76725 -2.13343 -0.107
H 0.91488 2.77349 -1.10808 -0.240
H -1.73386 0.08163 2.05460 -0.197
H -2.74756 1.61460 0.83906 -0.231
H 4.13968 -1.05965 0.90240 -0.188
H 2.27162 -0.10048 2.03570 -0.177
H -2.11216 -3.18438 -0.53692 -0.256
H -0.92511 -1.92212 -2.22996 -0.152
```


DFT (ωB97M-V/def2-TZVPD) results for a cluster of 5 separate species, H11O5 in total.

Computed properties:
Net charge = +1
HOMO energy = -15.618 eV
E_tot = -382.5304 Ha
Lowest unoccupied orbital energy = -3.2 eV
Orbital gap = 12.4 eV

Geometry as XYZ:
```
16
Properties=species:S:1:pos:R:3:mulliken_charge:R:1
O 1.71624 0.41267 -1.49579 -0.675
H 2.14895 -0.39724 -1.89421 0.335
H 2.14213 1.15654 -1.95139 0.344
O 1.04709 1.59238 2.30931 -0.684
H 1.78194 1.15457 1.91141 0.340
H 0.83660 1.23847 3.23641 0.346
O -1.05211 -0.54480 1.06756 -0.609
H -1.49361 -0.73510 1.91476 0.333
H -1.07418 -1.38578 0.56584 0.338
O -1.45917 -1.95401 -1.42800 -0.635
H -1.98162 -1.83502 -2.23931 0.312
H -1.46349 -2.92752 -1.63402 0.317
O -0.43558 1.24849 -0.22686 -0.448
H 0.32977 1.01458 -0.87660 0.442
H -0.15149 1.57220 0.63089 0.394
H -0.89147 0.38958 0.11001 0.551
```


DFT (ωB97M-V/def2-TZVPD) results for a cluster of 5 separate species, H11O5 in total.

Computed properties:
Net charge = +1
HOMO energy = -15.339 eV
E_tot = -382.5266 Ha
Lowest unoccupied orbital energy = -3.1 eV
Orbital gap = 12.3 eV

Geometry as XYZ:
```
16
Properties=species:S:1:pos:R:3:mulliken_charge:R:1
O 1.41432 -2.20131 -1.96722 -0.669
H 1.86713 -2.93767 -1.55980 0.321
H 1.62037 -2.37162 -2.88950 0.311
O 0.56388 -0.37159 2.93559 -0.632
H 0.58334 0.53253 3.17895 0.311
H 0.32255 -0.94019 3.69443 0.332
O -1.56863 0.58768 -0.08884 -0.738
H -2.46467 0.14505 -0.06102 0.310
H -1.54773 1.39287 -0.74053 0.397
O -1.35561 2.69347 -1.14691 -0.623
H -1.03412 3.57472 -0.84348 0.347
H -0.73079 2.30794 -1.74159 0.341
O 0.72410 -0.50207 0.21736 -0.439
H 0.88501 -1.31691 -0.32024 0.469
H 0.82416 -0.64166 1.31649 0.511
H -0.10331 0.04876 0.01632 0.451
```


DFT (ωB97M-V/def2-TZVPD) results for a cluster of 6 separate species, H11O5S in total.

Computed properties:
Net charge = -1
HOMO energy = -4.250 eV
E_tot = -781.0558 Ha
Lowest unoccupied orbital energy = 3.7 eV
Orbital gap = 7.9 eV

Geometry as XYZ:
```
17
Properties=species:S:1:pos:R:3:mulliken_charge:R:1
S 1.03970 -0.62423 1.37570 -0.762
H 1.89707 -1.62073 1.64010 -0.022
H 1.57946 -0.66940 -0.72586 0.225
H 2.18197 0.48495 -1.51732 0.334
O 1.70818 -0.34782 -1.67503 -0.719
H -0.15128 -0.52377 -2.05674 0.427
H -0.78338 -0.97185 -0.84245 0.223
O -1.05053 -0.67147 -1.71166 -0.708
H -2.31562 -2.57965 0.04256 0.305
H -1.77409 -2.45185 1.33312 0.321
O -2.10243 -3.18074 0.76361 -0.649
H -1.08173 1.31012 -0.62749 0.374
H -1.86942 1.42149 0.62530 0.298
O -1.51420 1.96408 -0.07642 -0.646
H 2.08815 2.83493 1.53069 0.321
H 0.82600 2.42664 0.81863 0.331
O 1.32213 3.19929 1.10325 -0.652
```


DFT (ωB97M-V/def2-TZVPD) results for a cluster of 6 separate species, H11O6 in total.

Computed properties:
Net charge = -1
HOMO energy = -5.017 eV
E_tot = -458.0543 Ha
Lowest unoccupied orbital energy = 3.6 eV
Orbital gap = 8.7 eV

Geometry as XYZ:
```
17
Properties=species:S:1:pos:R:3:mulliken_charge:R:1
O 0.54477 -0.34806 -1.05978 -1.007
H 0.41995 -0.89317 -1.82800 0.187
O 2.64532 1.47330 -0.98091 -0.650
H 2.17692 2.29783 -0.89639 0.295
H 1.81461 0.96198 -0.64438 0.284
O -1.11226 -0.96352 1.05422 -0.673
H -0.55753 -1.47695 1.59825 0.231
H -0.74341 -1.02120 0.06926 0.377
O -1.94017 0.25177 -2.09309 -0.695
H -2.26289 -0.66379 -1.90407 0.308
H -0.93434 0.04633 -1.94920 0.336
O 2.26944 -2.05073 2.46620 -0.677
H 1.81087 -1.54936 1.71227 0.345
H 2.39231 -1.34122 3.08266 0.307
O -2.18453 1.91803 0.84235 -0.693
H -1.75399 1.09521 0.60949 0.401
H -2.58509 2.26356 -0.07888 0.326
```


Q: Which energy above the lowest of the compared OMol25 structures with the same formula, charge and spin values were calculated for the entries above? A: 32.02; 26.93; 67.22; 44.30; 35.17; 0.00; 75.66; 37.32; 29.87; 32.27; 19.88; 40.66, in kcal/mol.